This record from the Open Molecules 2025 dataset describes one molecule with the formula C22H25N3O5S. The level of theory is the ωB97M-V functional and the def2-TZVPD basis.

Cartesian coordinates (Å):
C  -5.964  -2.211  -0.928
C  -5.284  -1.787  0.367
C  -3.778  -2.037  0.321
C  -3.089  -1.563  1.603
O  -3.230  -0.172  1.820
C  -2.487  0.708  1.112
C  -2.772  2.058  1.341
C  -2.063  3.044  0.696
C  -1.026  2.713  -0.178
C  -0.758  1.371  -0.426
C  -1.479  0.377  0.207
H  -1.249  -0.653  -0.011
H  0.012  1.097  -1.133
C  -0.311  3.800  -0.887
O  -0.871  4.772  -1.344
N  1.046  3.647  -1.084
C  1.959  2.812  -0.459
C  1.762  2.339  0.842
C  2.679  1.475  1.407
C  3.806  1.109  0.697
C  4.054  1.621  -0.563
C  3.131  2.469  -1.141
H  3.304  2.863  -2.132
H  4.959  1.352  -1.085
S  4.938  -0.069  1.408
O  6.271  0.444  1.462
O  4.364  -0.618  2.595
N  5.006  -1.290  0.218
C  3.939  -1.511  -0.617
C  2.603  -1.705  -0.380
C  2.069  -1.875  -1.690
N  3.006  -1.781  -2.595
O  4.180  -1.541  -1.944
C  0.658  -2.142  -2.061
H  0.259  -2.953  -1.454
H  0.605  -2.412  -3.111
H  0.051  -1.254  -1.893
C  1.871  -1.766  0.913
H  2.569  -1.684  1.741
H  1.146  -0.954  0.977
H  1.334  -2.711  0.992
H  5.892  -1.280  -0.265
H  2.542  1.079  2.400
H  0.896  2.649  1.403
H  1.426  4.288  -1.771
H  -2.292  4.085  0.863
H  -3.564  2.301  2.032
H  -2.031  -1.851  1.611
H  -3.575  -2.020  2.471
H  -3.356  -1.513  -0.539
H  -3.581  -3.104  0.199
H  -5.461  -0.724  0.544
H  -5.715  -2.340  1.205
H  -5.805  -3.271  -1.113
H  -7.034  -2.029  -0.872
H  -5.564  -1.652  -1.771

Results
Structure (SMILES) = CCCCOc1ccc(C(=O)Nc2ccc(S(=O)(=O)Nc3onc(C)c3C)cc2)cc1
Gap between HOMO and LUMO = 8.975 eV

=====

This record from the Open Molecules 2025 dataset describes a 2-piece molecular cluster, C5H3NO overall. The level of theory is the ωB97M-V functional and the def2-TZVPD basis.

Cartesian coordinates (Å):
N  2.773  -0.806  -0.019
C  1.890  -0.052  -0.007
C  0.967  1.019  0.051
C  -0.277  1.189  0.464
O  -1.276  1.655  0.824
C  -1.862  -0.943  -0.279
C  -0.863  -1.585  -0.473
H  1.352  2.026  0.181
H  -2.726  -0.340  -0.096
H  0.021  -2.161  -0.646

Results
Structure (SMILES) = N#CC=C=O.C#C
Gap between HOMO and LUMO = 10.110 eV

=====

This record from the Open Molecules 2025 dataset describes C24H30N3O2V as an isolated structure. The level of theory is the ωB97M-V functional and the def2-TZVPD basis.

Cartesian coordinates (Å):
V  -0.251  0.451  0.705
C  2.477  -1.718  3.323
C  1.486  -2.558  2.553
C  2.073  -2.949  1.197
C  0.103  -1.908  2.406
C  -0.151  -0.628  2.889
C  -1.430  -0.075  2.840
C  -2.482  -0.782  2.249
C  -3.856  -0.173  2.205
C  -2.246  -2.110  1.881
C  -1.001  -2.655  1.959
H  3.409  -2.287  3.442
H  2.092  -1.441  4.301
H  2.757  -0.805  2.768
H  1.354  -3.449  3.134
H  2.319  -2.066  0.603
H  1.438  -3.593  0.604
H  3.001  -3.500  1.335
H  0.646  -0.122  3.389
H  -1.662  0.839  3.304
H  -4.051  0.497  3.055
H  -4.636  -0.932  2.121
H  -3.950  0.467  1.316
H  -3.091  -2.690  1.492
H  -0.759  -3.661  1.620
C  1.540  -0.222  -1.631
N  1.254  0.535  -0.427
C  2.163  1.482  -0.079
C  1.938  2.236  1.006
C  2.751  3.158  1.703
C  2.005  3.592  2.754
C  0.746  2.898  2.683
N  0.725  2.066  1.659
C  0.895  0.409  -2.889
C  1.168  -0.174  -4.147
C  0.835  0.498  -5.325
C  0.145  1.693  -5.309
C  -0.192  2.212  -4.074
C  0.191  1.585  -2.877
H  1.225  -1.259  -1.516
H  2.612  -0.268  -1.756
H  3.035  1.603  -0.701
H  3.773  3.404  1.456
H  2.257  4.292  3.538
H  -0.149  2.934  3.293
H  1.740  -1.115  -4.241
H  1.114  0.007  -6.237
H  -0.144  2.181  -6.235
H  -0.789  3.122  -4.025
H  0.023  2.144  -1.955
N  -2.752  -0.857  -2.944
C  -2.683  0.463  -2.239
C  -1.869  0.297  -0.972
O  -1.618  1.325  -0.292
O  -1.443  -0.824  -0.673
H  -2.658  -1.583  -2.241
H  -1.962  -0.937  -3.580
H  -3.608  -0.988  -3.502
H  -3.692  0.786  -1.987
H  -2.167  1.152  -2.927

Results
Spin multiplicity = 3
Gap between HOMO and LUMO (spin up / spin down) = 7.004 / 7.888 eV
Net charge = +2

=====

This record from the Open Molecules 2025 dataset describes a 12-piece molecular cluster, C45H111N3O12 overall. The level of theory is the ωB97M-V functional and the def2-TZVPD basis.

Cartesian coordinates (Å):
C  2.374  -2.999  -4.607
C  2.980  -3.597  -3.349
O  1.896  -3.968  -2.504
H  3.107  -2.674  -5.346
H  1.528  -2.370  -4.339
H  1.964  -3.846  -5.178
H  3.578  -2.813  -2.869
H  3.614  -4.447  -3.607
H  2.186  -4.655  -1.893
C  -4.963  -1.866  -2.360
C  -4.034  -1.268  -1.351
O  -4.771  -0.606  -0.310
H  -4.416  -2.159  -3.260
H  -5.809  -1.280  -2.724
H  -5.488  -2.738  -1.957
H  -3.354  -0.539  -1.811
H  -3.345  -1.985  -0.892
H  -4.684  -1.168  0.476
C  -1.415  -4.792  -3.898
C  -1.732  -3.620  -2.975
O  -1.052  -3.744  -1.744
H  -1.684  -4.533  -4.926
H  -1.790  -5.768  -3.609
H  -0.318  -4.804  -3.914
H  -2.812  -3.684  -2.829
H  -1.436  -2.685  -3.458
H  -0.099  -3.662  -1.877
C  1.000  -0.910  -1.177
C  -0.362  -0.272  -1.009
O  -0.557  0.032  0.380
H  1.063  -1.943  -0.818
H  1.726  -0.405  -0.536
H  1.315  -1.027  -2.215
H  -1.190  -0.882  -1.373
H  -0.389  0.695  -1.526
H  -1.327  0.609  0.429
C  0.820  0.834  3.368
C  1.407  -0.528  3.062
O  0.503  -1.423  2.417
H  1.456  1.260  4.159
H  -0.109  0.812  3.949
H  0.775  1.557  2.560
H  1.898  -1.030  3.890
H  2.206  -0.296  2.340
H  0.023  -0.897  1.742
C  3.219  0.020  -3.516
C  3.723  0.841  -2.306
O  4.993  0.363  -1.875
H  4.026  -0.220  -4.199
H  2.440  0.613  -4.005
H  2.645  -0.811  -3.106
H  3.046  0.721  -1.461
H  3.799  1.911  -2.513
H  5.695  0.595  -2.490
C  -0.956  -0.333  -5.052
C  0.174  0.390  -5.762
O  -0.313  1.047  -6.916
H  -0.522  -0.867  -4.199
H  -1.354  -1.102  -5.716
H  -1.779  0.315  -4.754
H  0.930  -0.350  -6.055
H  0.738  1.073  -5.113
H  -0.386  1.990  -6.763
C  -0.654  -4.609  2.353
C  0.826  -4.910  2.584
O  1.631  -3.962  1.889
H  -0.845  -4.447  1.292
H  -0.846  -3.692  2.908
H  -1.249  -5.443  2.730
H  1.045  -5.955  2.364
H  1.045  -4.741  3.645
H  1.192  -3.098  1.799
C  -2.608  -0.926  4.258
C  -2.913  -1.192  2.797
O  -4.288  -1.078  2.434
H  -3.128  -1.618  4.922
H  -2.790  0.110  4.552
H  -1.539  -1.118  4.385
H  -2.583  -2.201  2.558
H  -2.313  -0.447  2.262
H  -4.472  -0.133  2.505
C  8.274  -1.485  -0.359
C  7.547  -2.770  0.046
C  7.590  -2.759  1.594
C  6.586  -3.701  2.265
C  5.171  -3.286  1.833
C  5.015  -3.261  0.313
N  6.162  -2.703  -0.404
O  5.937  -2.372  -1.752
C  4.850  -4.737  -0.143
C  3.760  -2.491  -0.077
C  8.335  -3.967  -0.481
H  7.677  -0.584  -0.215
H  8.606  -1.472  -1.404
H  9.229  -1.379  0.162
H  8.516  -3.226  1.957
H  7.616  -1.750  2.003
H  6.639  -3.659  3.353
H  6.776  -4.726  1.942
H  4.915  -2.397  2.419
H  4.427  -4.000  2.197
H  5.722  -5.372  0.024
H  4.016  -5.200  0.392
H  4.670  -4.752  -1.221
H  3.168  -2.902  -0.893
H  3.063  -2.219  0.714
H  4.143  -1.539  -0.462
H  8.025  -4.928  -0.062
H  9.342  -3.862  -0.063
H  8.337  -4.031  -1.566
H  5.571  -1.483  -1.639
C  -2.015  4.314  -3.248
C  -1.944  4.473  -1.733
C  -2.646  3.275  -1.014
C  -1.754  2.018  -0.965
C  -0.323  2.284  -0.438
C  0.349  3.459  -1.172
N  -0.556  4.617  -1.201
O  0.101  5.708  -1.796
C  1.487  3.838  -0.214
C  0.852  3.033  -2.534
C  -2.663  5.760  -1.323
H  -3.039  4.537  -3.558
H  -1.706  3.345  -3.639
H  -1.408  5.039  -3.797
H  -3.163  3.585  -0.112
H  -3.392  2.939  -1.742
H  -1.692  1.407  -1.862
H  -2.219  1.426  -0.166
H  0.235  1.392  -0.745
H  -0.297  2.288  0.649
H  1.032  4.279  0.668
H  2.186  3.040  0.052
H  2.187  4.539  -0.688
H  0.175  2.482  -3.184
H  1.268  3.883  -3.077
H  1.689  2.345  -2.379
H  -2.088  6.632  -1.636
H  -2.742  5.775  -0.236
H  -3.640  5.834  -1.798
H  0.135  6.379  -1.106
C  -3.575  2.767  2.360
C  -5.017  3.237  2.646
C  -5.878  2.087  3.155
C  -5.727  1.904  4.646
C  -5.888  3.219  5.422
C  -5.003  4.382  4.968
N  -5.131  4.426  3.485
O  -4.747  5.609  2.889
C  -5.620  5.652  5.546
C  -3.553  4.196  5.399
C  -5.639  3.550  1.266
H  -2.998  2.359  3.191
H  -3.069  3.690  2.041
H  -3.467  2.097  1.504
H  -6.908  2.192  2.807
H  -5.629  1.167  2.620
H  -4.744  1.492  4.897
H  -6.471  1.200  5.025
H  -5.678  2.882  6.443
H  -6.958  3.442  5.432
H  -6.503  5.881  4.943
H  -6.026  5.507  6.547
H  -4.970  6.523  5.467
H  -3.132  3.224  5.140
H  -2.920  4.918  4.877
H  -3.477  4.324  6.480
H  -6.700  3.806  1.313
H  -5.552  2.665  0.635
H  -5.228  4.423  0.750
H  -3.798  5.611  2.658

Results
Structure (SMILES) = CC1(C)CCCC(C)(C)N1O.CC1(C)CCCC(C)(C)N1O.CC1(C)CCCC(C)(C)N1O.CCO.CCO.CCO.CCO.CCO.CCO.CCO.CCO.CCO
Gap between HOMO and LUMO = 7.787 eV

=====

This record from the Open Molecules 2025 dataset describes C2H2FI3O as an isolated structure. The level of theory is the ωB97M-V functional and the def2-TZVPD basis.

Cartesian coordinates (Å):
C  0.223  0.946  0.242
C  -0.067  -0.504  0.056
O  -1.346  -0.770  0.136
F  0.286  -0.863  -1.638
I  2.291  1.465  0.231
I  -0.898  2.080  -1.202
I  1.234  -1.885  1.031
H  -0.171  1.225  1.219
H  -1.551  -1.693  -0.075

Results
Spin multiplicity = 3
Gap between HOMO and LUMO (spin up / spin down) = 5.283 / 5.123 eV

=====

no.,electronic energy (Ha)
1,-1791.964433
2,-322.185335
3,-2190.815672
4,-2847.937167
5,-1145.406319